DFT (ωB97M-V/def2-TZVPD) results for a gas-phase ion, C6H10N (charge +1).

Calculated values
LUMO, eV: -4.5
Structure (SMILES): C#[N+][C@H](C=C)CC
Energy relative to the best compared isomer or geometry (same formula, charge and spin), kJ/mol: 278.5
Total charge: +1
E, hartree: -288.97687
E_HOMO, eV: -14.78
Frontier orbital gap, eV: 10.290

Geometry as XYZ:
```
17
Properties=species:S:1:pos:R:3:forces:R:3
C 0.57004 -2.80136 0.64484 -1.1983 0.7710 -0.7034
C -1.17108 1.18531 2.03746 -1.4610 2.7489 0.1459
C -0.65601 0.02564 1.97507 3.5665 -2.2971 -3.9063
C 0.67824 0.11449 -2.01996 -2.4179 -2.9662 0.7215
C -0.30143 0.28451 -0.80388 2.4444 -0.1142 -0.6389
C 0.38349 -0.31671 0.47215 -2.6413 2.7018 2.5007
N 0.47887 -1.66236 0.47061 -0.3414 -5.1835 0.3448
H 0.35197 -3.89770 0.71453 0.7320 1.3417 0.0279
H -1.72735 1.39931 2.94453 -0.1177 0.3119 -0.0941
H -1.13090 1.97204 1.25037 0.0615 -0.8023 0.8017
H -0.59857 -0.80397 2.63538 -0.1773 -0.3548 0.6265
H 1.55933 0.63281 -2.05269 2.3736 1.3627 0.8845
H 0.88632 -0.98956 -2.13902 -0.0130 1.1110 -0.0314
H 0.21791 0.42599 -2.91674 -0.9930 0.1699 -1.0415
H -1.23015 -0.22986 -1.01487 -0.1205 -0.2697 0.1839
H -0.53980 1.34284 -0.71101 0.1526 -0.0956 0.5456
H 1.40880 -0.12089 0.77117 0.1506 1.5644 -0.3672
```
Forces are in eV/Å.



DFT (ωB97M-V/def2-TZVPD) results for a single C3H3F2I molecule.

Calculated values
LUMO (alpha / beta), eV: -0.7 / -0.2
Energy relative to the best compared isomer or geometry (same formula, charge and spin), kJ/mol: 299.3
Total charge: 0
E, hartree: -613.39605
E_HOMO (alpha / beta), eV: -9.11 / -8.66
Frontier orbital gap (alpha / beta), eV: 8.408 / 8.417

Geometry as XYZ:
```
9
Properties=species:S:1:pos:R:3:forces:R:3
C -0.41752 0.14549 -0.27685 1.9680 0.5165 1.2469
C 1.03966 0.32063 0.08026 -0.6838 0.8895 -0.8024
C -0.55355 -0.60608 -1.48884 1.6256 0.3661 -4.3429
F -0.07812 -1.83976 -1.52846 -0.3129 -0.3357 0.4818
F 0.02059 0.02413 -2.62958 -1.2881 -0.7373 1.6077
I 2.14314 1.78629 -0.92714 -0.3921 -0.4452 0.4834
H -1.01107 -0.34483 0.43092 -0.5305 -0.8061 1.5998
H -0.74081 1.12338 -0.33240 -1.4902 1.8899 -0.7350
H 1.59921 -0.53918 0.24334 1.1040 -1.3376 0.4606
```
Forces are in eV/Å.